The following is a DFT calculation (ωB97M-V/def2-TZVPD) of 2 unconnected molecules or ions with the total composition C3H8P2.

Element x y z (Å)
C (0.7252, -0.0620, 0.8988)
P (1.6977, 1.1107, 0.2341)
C (2.8139, 0.1149, -0.8697)
H (0.8000, -1.1129, 0.6739)
H (-0.0185, 0.2243, 1.6225)
H (2.7195, 0.4682, -1.8955)
H (3.8472, 0.2755, -0.5593)
H (2.5797, -0.9457, -0.8265)
C (-2.5100, 0.0881, 0.0298)
P (-4.1227, 0.2232, -0.3446)
H (-2.1315, -0.4301, 0.8919)
H (-1.7673, 0.5275, -0.6182)
H (-4.6332, -0.4816, 0.7627)

Force components x, y, z for each atom (eV/Å):
0.5 0.6 -0.2
-0.1 -0.6 0.1
-0.2 0.2 0.2
0.0 -0.2 0.0
-0.2 0.1 0.1
0.0 0.0 -0.1
0.0 0.0 0.0
0.0 -0.1 0.0
-0.6 0.0 -0.2
0.4 0.2 -0.2
0.1 -0.1 0.2
0.1 0.1 -0.1
-0.1 -0.2 0.2

Output
- structure (SMILES) = C=PC.C=P
- frontier orbital gap (hartree) = 0.36329
- molar mass (u) = 106.04
- E_tot (eV) = -21815.5843
- HOMO level (eV) = -9.6
- strongest force on any atom (eV/Å) = 0.8
- energy relative to the best compared isomer or geometry (same formula, charge and spin) (kcal/mol) = 27.24

natural (NBO) population analysis, charges in e, atoms 1 to 8: C -0.855; P 0.693; C -0.952; H 0.209; H 0.214; H 0.233; H 0.234; H 0.225

The following is a DFT calculation (ωB97M-V/def2-TZVPD) of 2 unconnected molecules or ions with the total composition C3H8P2.

Element x y z (Å)
C (-2.0185, -1.1328, 0.3213)
C (1.5887, 1.2813, -0.1881)
C (-2.2824, 0.1417, 0.2232)
P (3.1104, 0.3559, 0.2926)
P (2.6485, -1.6187, -0.1520)
H (1.5121, -1.3303, -0.9141)
H (-2.8348, -1.7143, 0.0280)
H (-0.9590, -1.5176, 0.5465)
H (1.8425, 1.7145, -1.2246)
H (0.7368, 0.5807, -0.2160)
H (1.5515, 1.9204, 0.7550)
H (-3.2728, 0.3580, -0.0555)
H (-1.6229, 0.9611, 0.5837)

Force components x, y, z for each atom (eV/Å):
3.1 -0.2 0.2
0.8 -0.1 0.0
1.1 1.5 1.3
-0.2 -1.9 -0.2
1.1 1.0 0.4
-0.6 0.1 -0.1
-0.6 -1.8 -0.3
-2.0 0.3 -0.1
-0.8 0.1 1.9
0.3 0.7 -0.2
-0.5 0.1 -1.8
-1.1 0.9 -0.3
-0.4 -0.7 -0.7

Output
- frontier orbital gap (hartree) = 0.30526
- molar mass (u) = 106.04
- E_tot (eV) = -21815.3440
- HOMO level (eV) = -9.1
- strongest force on any atom (eV/Å) = 3.1
- energy relative to the best compared isomer or geometry (same formula, charge and spin) (kcal/mol) = 32.78

natural (NBO) population analysis, charges in e, atoms 1 to 8: C -0.390; C -0.977; C -0.387; P 0.336; P -0.041; H -0.051; H 0.196; H 0.200

The following is a DFT calculation (ωB97M-V/def2-TZVPD) of a molecular structure, C3H8P2.

Element x y z (Å)
C (1.1692, -0.6822, -0.0429)
C (-1.6960, -1.7083, -0.3452)
C (0.9391, 2.2444, 0.3740)
P (-1.1604, -0.2125, 0.5982)
P (0.3739, 0.8092, -0.7252)
H (1.8194, -0.8868, 0.8282)
H (1.0835, -1.5935, -0.6388)
H (-2.8623, -1.7058, -0.3124)
H (-1.1897, -2.6351, -0.1254)
H (-1.4830, -1.2519, -1.3694)
H (0.1614, 2.3662, 1.2865)
H (0.8457, 3.1601, -0.2621)
H (1.9993, 2.0962, 0.7344)

Force components x, y, z for each atom (eV/Å):
-1.9 0.4 1.1
-2.0 2.6 -2.1
-1.4 0.0 1.4
2.9 -0.6 0.8
0.5 -0.6 0.0
-0.5 0.9 -0.4
-0.2 0.4 -0.1
2.1 -0.5 0.2
-0.2 -0.1 0.0
-0.2 -1.6 0.7
2.0 -0.3 -1.9
0.2 -0.7 0.6
-1.3 0.2 -0.3

Output
- frontier orbital gap (hartree) = 0.28229
- molar mass (u) = 106.04
- E_tot (eV) = -21815.4889
- HOMO level (eV) = -7.6
- strongest force on any atom (eV/Å) = 3.9
- energy relative to the best compared isomer or geometry (same formula, charge and spin) (kcal/mol) = 29.44

natural (NBO) population analysis, charges in e, atoms 1 to 8: C -0.810; C -0.973; C -0.943; P 0.309; P 0.535; H 0.231; H 0.213; H 0.239

The following is a DFT calculation (ωB97M-V/def2-TZVPD) of a molecular structure, C3H8P2.

Element x y z (Å)
C (1.6428, 0.2412, -0.8214)
C (-1.0889, -1.1157, 0.2786)
C (-1.1404, 0.3177, -0.1045)
P (2.8757, -0.3716, 0.0554)
P (0.4573, 1.1759, 0.1972)
H (0.1158, 2.4919, -0.1599)
H (-0.2257, -1.7031, -0.2240)
H (-0.8040, -1.5002, 1.2611)
H (-2.0437, -1.3453, -0.1773)
H (-1.9273, 0.9666, 0.3798)
H (-1.3073, 0.4004, -1.1649)
H (3.2230, -1.1452, -0.9751)
H (0.2227, 1.5875, 1.4550)

Force components x, y, z for each atom (eV/Å):
-2.0 1.8 0.8
1.4 -1.9 -1.3
1.0 2.5 1.0
0.4 0.3 1.9
-0.7 -0.2 -2.7
0.4 0.0 -0.9
-1.5 1.3 -0.3
-1.2 0.9 0.6
-0.2 -1.8 0.7
0.6 -1.0 -0.2
0.0 -0.1 -0.5
1.3 -1.5 -1.5
0.5 -0.3 2.4

Output
- frontier orbital gap (hartree) = 0.30494
- molar mass (u) = 106.04
- E_tot (eV) = -21813.5189
- HOMO level (eV) = -7.9
- strongest force on any atom (eV/Å) = 2.9
- energy relative to the best compared isomer or geometry (same formula, charge and spin) (kcal/mol) = 74.87

natural (NBO) population analysis, charges in e, atoms 1 to 8: C -0.984; C -0.658; C -0.678; P 0.390; P 0.918; H -0.020; H 0.237; H 0.230

The following is a DFT calculation (ωB97M-V/def2-TZVPD) of a single C3H8S2 molecule.

Element x y z (Å)
C (2.7360, 0.4512, 0.1354)
C (1.8311, -0.8023, 0.5497)
C (0.3868, -0.3415, 0.6217)
S (-0.6356, -0.8521, -0.7537)
S (-2.0425, 1.1631, -0.0738)
H (2.1562, 1.1784, -0.4744)
H (3.6765, 0.1528, -0.3493)
H (3.1018, 0.8772, 1.1118)
H (1.9073, -1.6026, -0.2258)
H (2.2812, -1.0437, 1.5204)
H (0.0087, -0.7576, 1.5531)
H (0.3144, 0.7407, 0.6664)
H (-2.2869, 0.0959, 0.6394)

Force components x, y, z for each atom (eV/Å):
0.0 -0.7 0.9
1.5 1.4 -1.7
0.6 -0.5 1.5
-1.4 2.7 0.2
1.3 -2.0 -1.8
0.7 -0.4 0.4
-0.5 0.0 -0.3
-0.7 0.2 -1.0
0.3 0.3 0.9
-0.7 -0.8 -0.3
-0.6 0.2 0.0
0.2 -0.1 0.2
-0.8 -0.3 1.1

Output
- structure (SMILES) = CCCSS
- frontier orbital gap (hartree) = 0.28003
- molar mass (u) = 108.23
- E_tot (eV) = -24909.2076
- HOMO level (eV) = -9.3
- strongest force on any atom (eV/Å) = 3.0
- energy relative to the best compared isomer or geometry (same formula, charge and spin) (kcal/mol) = 50.49

natural (NBO) population analysis, charges in e, atoms 1 to 8: C -0.609; C -0.415; C -0.576; S 0.139; S -0.167; H 0.209; H 0.212; H 0.203

The following is a DFT calculation (ωB97M-V/def2-TZVPD) of a single C3H8S2 molecule.

Element x y z (Å)
C (0.0979, -2.4008, 0.7654)
C (-0.1949, -0.9155, 1.0463)
S (-0.4976, -0.1110, -0.5488)
S (-0.4121, 1.8801, 0.0918)
C (0.1146, 2.6209, -1.4397)
H (-0.6725, -2.8465, 0.1459)
H (1.0483, -2.4911, 0.2926)
H (0.1278, -2.9065, 1.7260)
H (0.6772, -0.4859, 1.5412)
H (-1.0783, -0.7850, 1.6659)
H (0.9079, 2.0332, -1.9063)
H (0.5561, 3.5998, -1.2230)
H (-0.6743, 2.8083, -2.1573)

Force components x, y, z for each atom (eV/Å):
-0.8 0.8 0.7
0.2 -0.5 -0.3
0.0 0.3 0.1
-0.2 -0.3 0.1
0.8 0.6 -0.5
-0.1 -0.1 -0.1
0.7 -0.2 -0.4
0.0 -0.3 0.0
-0.1 0.2 -0.1
0.0 -0.1 0.1
-0.1 -0.1 0.1
-0.1 -0.1 0.2
-0.3 -0.3 0.0

Output
- structure (SMILES) = CCSSC
- frontier orbital gap (hartree) = 0.31843
- molar mass (u) = 108.23
- E_tot (eV) = -24911.1105
- HOMO level (eV) = -8.0
- strongest force on any atom (eV/Å) = 1.3
- energy relative to the best compared isomer or geometry (same formula, charge and spin) (kcal/mol) = 6.61

natural (NBO) population analysis, charges in e, atoms 1 to 8: C -0.613; C -0.519; S 0.066; S 0.084; C -0.765; H 0.211; H 0.213; H 0.216

The following is a DFT calculation (ωB97M-V/def2-TZVPD) of 2 unconnected molecules or ions with the total composition C3H8S3.

Element x y z (Å)
S (2.4630, 0.9387, 2.3756)
C (1.2851, -0.1471, 2.4379)
S (1.1009, -1.7068, 1.7274)
H (0.4401, -0.0585, 3.0578)
H (2.1686, -1.6925, 0.9589)
C (-0.5031, -0.4880, -1.6847)
C (-1.4301, 0.6328, -1.0245)
S (-0.6102, 1.3974, 0.4159)
H (0.4832, 0.0065, -1.7961)
H (-0.5157, -1.4451, -1.0613)
H (-1.0407, -0.8189, -2.6378)
H (-2.2506, 0.1240, -0.6500)
H (-1.8864, 1.4943, -1.7411)
H (0.2959, 1.7631, -0.3780)

Force components x, y, z for each atom (eV/Å):
0.2 0.1 -0.2
0.7 -0.8 -0.3
-0.3 -0.1 0.1
-1.1 0.6 0.9
0.7 0.0 -0.4
-1.9 0.4 -0.1
0.6 1.1 -1.8
-2.1 -0.7 0.6
-0.4 -1.0 -0.4
0.4 1.6 -0.5
1.2 0.7 0.8
-1.9 -0.8 0.8
1.5 -2.2 1.4
2.3 1.1 -1.1

Output
- structure (SMILES) = S=CS.CCS
- frontier orbital gap (hartree) = 0.31741
- molar mass (u) = 140.30
- E_tot (eV) = -35744.7880
- HOMO level (eV) = -8.8
- strongest force on any atom (eV/Å) = 3.0
- energy relative to the best compared isomer or geometry (same formula, charge and spin) (kcal/mol) = 31.07

natural (NBO) population analysis, charges in e, atoms 1 to 8: S 0.025; C -0.473; S 0.121; H 0.193; H 0.126; C -0.627; C -0.512; S -0.016

The following is a DFT calculation (ωB97M-V/def2-TZVPD) of a single C3H8Si2 molecule.

Element x y z (Å)
C (-1.4148, -0.2626, -0.0670)
C (-0.6995, -0.5894, 1.0115)
Si (1.0282, -0.0268, 1.3494)
Si (1.0882, 0.7109, -0.8345)
C (-0.7251, 0.2363, -1.3254)
H (-2.3632, -0.8254, -0.2170)
H (-1.3801, -0.9149, 1.8211)
H (1.1229, 0.4809, 2.7231)
H (1.7809, -1.2853, 1.9594)
H (2.0232, -0.0497, -1.7338)
H (1.4169, 2.1283, -0.8083)
H (-0.5489, -0.5613, -1.9408)
H (-1.3286, 0.9590, -1.9376)

Force components x, y, z for each atom (eV/Å):
0.6 -1.8 -1.4
-2.0 0.8 1.6
0.6 -2.4 1.3
0.0 -0.1 -0.5
-0.2 2.8 1.5
0.1 1.2 0.3
0.8 -0.5 -0.2
-0.2 1.4 -0.1
-0.3 0.7 -1.4
-0.2 0.3 0.3
0.0 0.5 -0.3
0.2 -2.3 -1.8
0.7 -0.4 0.8

Output
- structure (SMILES) = C1=C[SiH2][SiH2]C1
- frontier orbital gap (hartree) = 0.38178
- molar mass (u) = 100.27
- E_tot (eV) = -18993.5336
- HOMO level (eV) = -9.5
- strongest force on any atom (eV/Å) = 3.1
- energy relative to the best compared isomer or geometry (same formula, charge and spin) (kcal/mol) = 15.78

natural (NBO) population analysis, charges in e, atoms 1 to 8: C -0.144; C -0.634; Si 0.550; Si 0.673; C -0.838; H 0.205; H 0.226; H -0.117